Here is a molecular structure, C33H48AsF27NO5S2 from OMol25. Energies are from ωB97M-V/def2-TZVPD.

Values from the calculation:
LUMO energy = 1.6 eV
orbital gap = 0.18640 Eh
highest occupied orbital energy = -3.45 eV
total energy = -7445.56171 a.u.

The geometry in ORCA input format:
```
! wB97M-V def2-TZVPD RIJCOSX def2/J DEFGRID3
* xyz -1 1
C 0.1122 -0.4201 5.7854
C -0.2964 1.0058 5.4311
C -1.5059 1.1102 4.5036
C -1.5716 0.0926 3.3743
C -3.0100 -0.0611 2.8115
C -3.4730 -1.5020 2.8485
As -2.5179 -2.7010 1.5009
C -1.4325 -3.9049 0.1929
C -0.9487 -3.1453 -1.0209
C -0.1944 -4.0402 -2.0230
S 1.3696 -3.3396 -2.6678
C 0.9063 -1.9677 -3.6882
S -0.0111 -0.7523 -3.1503
N 1.4723 -2.0697 -4.9725
C 0.5774 -2.7306 -5.9392
C -0.2354 -1.7724 -6.7889
O 0.5511 -0.7415 -7.3423
C 1.1391 0.0306 -6.3029
C 2.0725 -0.8337 -5.5018
C -4.0081 -4.1326 1.6162
C -5.0012 -4.0735 0.4927
O -6.2565 -3.5438 0.9664
C -7.2944 -3.6723 0.0413
C -8.2588 -4.7949 0.4057
F -8.3005 -5.0323 1.7373
F -7.9763 -5.9706 -0.2304
F -9.5379 -4.4462 0.0140
H -0.7398 -1.0767 5.9052
H 0.7574 -0.4549 6.6551
H 0.6939 -0.8324 4.9677
H -0.5576 1.5076 6.3619
H 0.5768 1.5291 5.0499
H -2.4217 1.1267 5.0849
H -1.4556 2.0915 4.0329
H -0.9293 0.4216 2.5669
H -1.2459 -0.8959 3.6735
H -3.6658 0.5271 3.4513
H -3.0747 0.3097 1.7927
H -4.5399 -1.5486 2.6346
H -3.3050 -1.9387 3.8303
H -1.7348 -3.4099 2.7138
H -1.3329 -1.6489 1.3339
H -3.2661 -2.0079 0.2672
H -2.0610 -4.7431 -0.1169
H -0.5813 -4.3167 0.7364
H -0.2839 -2.3583 -0.6943
H -1.8025 -2.7306 -1.5463
H -0.8243 -4.3336 -2.8542
H 0.1262 -4.9538 -1.5382
H 1.1895 -3.3552 -6.5867
H -0.0685 -3.4021 -5.3841
H -0.6356 -2.3399 -7.6200
H -1.0669 -1.3695 -6.2083
H 1.7180 0.8086 -6.7895
H 0.3737 0.5091 -5.7002
H 2.9045 -1.1216 -6.1429
H 2.4937 -0.2867 -4.6695
H -4.5532 -3.9546 2.5399
H -3.5680 -5.1184 1.6948
H -5.1707 -5.0740 0.0886
H -4.6545 -3.4420 -0.3328
H -6.9234 -3.8361 -0.9680
H -7.8742 -2.7524 0.0485
C 4.6753 3.9841 -2.9543
C 4.3272 3.8730 -4.4487
C 3.1761 4.7248 -4.9957
F 2.0035 4.4684 -4.3836
F 3.0254 4.4503 -6.3118
F 4.1582 2.5771 -4.7838
F 5.4332 4.3144 -5.1196
O 4.1763 3.0207 -2.0413
C 2.9271 3.1095 -1.4668
C 1.9885 1.9838 -1.9140
F 1.8973 1.9179 -3.2574
F 0.7537 2.2189 -1.4243
F 2.3795 4.3386 -1.6517
F 3.0976 2.9605 -0.1398
H 5.7513 3.8218 -2.9202
H 4.5184 4.9989 -2.5867
H 3.4072 5.7884 -4.8861
H 2.3466 1.0201 -1.5434
C -0.3014 6.6510 0.3357
C -0.9797 5.3104 0.0139
C -1.0261 4.8557 -1.4466
F -1.6706 5.7422 -2.2425
F -1.6915 3.6862 -1.5175
F -2.2156 5.2886 0.5595
F -0.2418 4.3639 0.6569
O -1.0925 7.8228 0.4980
C -1.4943 8.6049 -0.5549
C -3.0156 8.6021 -0.7529
F -3.5017 7.3594 -0.8898
F -3.3086 9.3027 -1.8765
F -0.8330 8.3076 -1.6922
F -1.1674 9.8819 -0.2357
H 0.1236 6.5024 1.3266
H 0.5461 6.8351 -0.3251
H -0.0141 4.7064 -1.8318
H -3.4978 9.0777 0.1042
C 5.6167 -4.3538 4.6433
C 6.4536 -3.0835 4.4206
C 6.1437 -1.8476 5.2711
F 4.8815 -1.4147 5.1152
F 6.9776 -0.8464 4.8946
F 6.4653 -2.7656 3.1102
F 7.7368 -3.4235 4.7565
O 4.5255 -4.6419 3.7888
C 3.2613 -4.1188 3.9919
C 2.8189 -3.1685 2.8724
F 3.7213 -2.1820 2.6743
F 1.6459 -2.6128 3.2171
F 3.1507 -3.5572 5.2149
F 2.4082 -5.1618 3.9600
H 6.3123 -5.1663 4.4382
H 5.3374 -4.4619 5.6922
H 6.3177 -2.0638 6.3293
H 2.6990 -3.7216 1.9376
*
```

***

Here is a molecular structure, C33H48BeClF17LiN7NaO15P2S2 from OMol25. Energies are from ωB97M-V/def2-TZVPD.

Values from the calculation:
LUMO energy = -0.5 eV
orbital gap = 0.04645 Eh
highest occupied orbital energy = -1.73 eV
total energy = -6619.33619 a.u.

The geometry in ORCA input format:
```
! wB97M-V def2-TZVPD RIJCOSX def2/J DEFGRID3
* xyz -1 1
C -3.9049 3.9017 1.7240
O -2.9020 3.2139 0.9592
C -2.3122 2.1631 1.7234
N -1.2394 1.5915 0.9146
C 0.0754 2.0019 1.0561
N 0.6071 3.1862 1.2476
C -0.2135 4.4224 1.3061
C -0.6789 4.8545 -0.1496
O -1.6647 5.5210 -0.1925
N 0.8730 0.7884 0.9169
P 2.5844 0.9335 0.5565
N 3.3106 1.3000 2.1143
O 2.9479 2.2644 -0.4579
C 0.0657 0.0422 -0.1252
C 0.0527 0.8116 -1.5032
C 0.7720 -1.3483 -0.3705
C 1.6010 -1.5004 -1.6935
C 2.3481 -2.8813 -1.6652
O 3.4804 -2.8065 -0.7633
C -1.2653 0.0836 0.7310
C -1.2101 -0.4402 2.2289
C -0.7092 -1.9211 2.4512
C 0.5972 -1.9413 3.3191
C 0.5882 -1.3307 4.6480
C 1.7550 -1.3083 5.4904
C 3.0052 -1.8945 5.0625
C 3.0116 -2.5412 3.7667
C 1.8318 -2.5620 2.9179
C -2.5827 -0.5470 0.1686
C -2.5656 -1.1365 -1.2790
C -3.3750 -0.2834 -2.3231
F -3.1554 -0.9535 -3.5280
F -2.7820 0.9500 -2.4947
C -4.9254 -0.2616 -2.0526
F -5.5135 -0.8525 -3.1344
F -5.2944 -1.0741 -0.9698
C -5.5560 1.1871 -1.8922
F -5.3793 1.7809 -3.0915
F -4.8344 1.8108 -0.8664
C -7.0355 1.1080 -1.3771
F -6.9487 0.9183 0.0042
F -7.6861 0.0302 -1.8187
S -8.1028 2.6504 -1.6446
F -9.4631 1.7594 -1.5762
F -8.1042 2.5138 -3.2341
F -6.7873 3.6673 -1.5960
F -8.2413 2.8758 0.0478
F -9.0409 4.0312 -1.7764
H -4.2337 4.7677 1.0985
H -4.7918 3.2261 1.8288
H -3.4627 4.2157 2.7013
H -3.1574 1.4592 1.9395
H -1.8888 2.5372 2.6970
H 1.6070 3.3380 1.3503
H 0.4533 5.2675 1.6346
H -1.0498 4.4036 2.0311
H -0.0970 4.5962 -1.0737
H 3.1941 2.2917 2.3454
H 4.3162 1.1186 2.0403
H 3.5083 2.8805 0.0727
H -0.3847 0.1999 -2.3310
H -0.5930 1.7315 -1.4780
H 1.0623 1.1549 -1.8251
H -0.0389 -2.1281 -0.4220
H 1.4358 -1.6783 0.4658
H 0.9747 -1.5077 -2.6232
H 2.3650 -0.6959 -1.8073
H 1.6213 -3.6385 -1.2725
H 2.6619 -3.2042 -2.6927
H 3.7764 -3.7083 -0.5844
H -0.6183 0.2260 2.9123
H -2.2541 -0.4057 2.6429
H -1.4649 -2.4418 3.1020
H -0.6282 -2.5483 1.5387
H -0.3380 -0.8649 5.0411
H 1.7112 -0.8068 6.4841
H 3.9129 -1.8654 5.7030
H 3.9614 -2.9976 3.4290
H 1.9367 -3.0509 1.9287
H -2.8659 -1.3848 0.8580
H -3.4334 0.1790 0.2340
H -1.5748 -1.3762 -1.7168
H -3.1202 -2.1167 -1.2409
F -8.7299 -1.5408 -3.1719
Li 4.9481 -4.7473 0.2067
O -11.4998 2.5459 -4.7135
P -11.3649 3.9383 -4.1256
O -11.8854 3.9573 -2.6918
O -12.2388 4.9623 -4.9749
O -9.8904 4.3836 -4.1539
Be -5.8164 -3.2022 -1.0924
Na -8.9258 5.4619 -0.0554
C 6.2436 5.6391 -3.0390
C 5.1744 5.6707 -1.9726
C 4.9331 7.0313 -1.3872
O 4.4329 6.7098 -0.0882
C 4.9596 5.5062 0.2512
O 4.8949 5.0257 1.3426
O 5.5736 4.9219 -0.8139
H 6.4867 4.6089 -3.3039
H 5.9152 6.1647 -3.9364
H 7.1683 6.0982 -2.6825
H 4.2503 5.2258 -2.3558
H 4.2035 7.6097 -1.9522
H 5.8448 7.6224 -1.2686
C 2.8348 -9.0688 0.1596
C 3.3823 -7.7360 -0.1430
N 3.8080 -6.7027 -0.3801
H 1.8269 -9.1538 -0.2474
H 3.4675 -9.8363 -0.2849
H 2.8012 -9.2118 1.2389
C 8.1837 -3.1859 -2.1299
O 7.1698 -3.6234 -1.6015
N 9.0673 -3.9829 -2.7838
N 8.5081 -1.8660 -2.1057
H 9.9031 -3.6460 -3.2234
H 8.8586 -4.9653 -2.8213
H 7.8758 -1.2470 -1.6303
H 9.3326 -1.4865 -2.5317
C 4.1147 -8.3836 5.1687
F 3.5372 -7.5174 6.0228
F 5.3968 -8.5109 5.5637
F 3.5298 -9.5769 5.3822
S 3.9715 -7.8354 3.4077
O 4.6479 -6.5512 3.3634
O 2.5445 -7.7531 3.1539
O 4.6375 -8.8716 2.6362
Cl -12.6141 5.1664 -7.0257
*
```

***

Here is a molecular structure, C33H48BrN6O2Ru from OMol25. Energies are from ωB97M-V/def2-TZVPD.

Values from the calculation:
LUMO energy (spin up / spin down) = -7.2 / -6.7 eV
⟨S²⟩ = 0.79
orbital gap (spin up / spin down) = 0.22698 / 0.24724 Eh
highest occupied orbital energy (spin up / spin down) = -13.41 / -13.42 eV
total energy = -4433.71501 a.u.
energy relative to the best compared isomer or geometry (same formula, charge and spin) = 0.0 kcal per mole

The geometry in ORCA input format:
```
! wB97M-V def2-TZVPD RIJCOSX def2/J DEFGRID3
* xyz 2 2
Ru 1.1532 -0.4936 -1.0421
N 2.6876 -1.7729 0.3207
C 4.0009 -1.9351 -0.3128
C 3.7690 -2.3114 -1.7496
N 2.9561 -1.2507 -2.3585
H 2.7794 -1.2846 1.2042
H 2.2763 -2.6791 0.5151
H 4.6156 -2.6901 0.1760
H 4.5229 -0.9789 -0.2574
H 3.2168 -3.2499 -1.8142
H 4.7258 -2.4432 -2.2549
H 2.7702 -1.4660 -3.3325
H 3.4690 -0.3705 -2.3529
C -2.7968 -4.4931 3.6869
C -3.1888 -3.0741 3.2388
C -3.3941 -2.2025 4.4781
C -4.5055 -3.1445 2.4422
C -2.1196 -2.5228 2.3129
C -1.6963 -3.2539 1.1988
C -0.7422 -2.7250 0.3612
N -0.1978 -1.5116 0.5391
C -0.5629 -0.8099 1.6186
C -1.5117 -1.2877 2.5065
C 0.1844 0.4377 1.8216
C 0.0419 1.2551 2.9266
C 0.8585 2.3686 3.1017
C 1.8202 2.5983 2.1163
C 1.9177 1.7456 1.0371
N 1.1044 0.6878 0.8851
C 0.7446 3.2988 4.2971
C 2.1158 3.4016 4.9875
C 0.3305 4.6892 3.7811
C -0.2870 2.8140 5.3165
H -3.5261 -4.8532 4.4128
H -1.8125 -4.5028 4.1598
H -2.7903 -5.1979 2.8543
H -4.1524 -2.6605 5.1118
H -3.7498 -1.2031 4.2159
H -2.4763 -2.1200 5.0652
H -5.2897 -3.5630 3.0740
H -4.4030 -3.7838 1.5639
H -4.8216 -2.1506 2.1186
H -2.0945 -4.2368 0.9866
H -0.3760 -3.3046 -0.4736
H -1.7786 -0.6981 3.3710
H -0.7011 1.0128 3.6721
H 2.5084 3.4296 2.1815
H 2.6722 1.8888 0.2806
H 2.8627 3.8669 4.3434
H 2.4808 2.4177 5.2896
H 2.0226 4.0190 5.8813
H 1.0735 5.0996 3.0959
H 0.2362 5.3715 4.6267
H -0.6305 4.6454 3.2646
H -0.0356 1.8231 5.7031
H -1.2947 2.7943 4.8939
H -0.3001 3.5025 6.1608
Br 3.9459 2.2420 -4.1171
C 2.3652 3.2956 -3.9999
C 2.3035 4.3413 -4.9069
C 1.1980 5.1785 -4.9303
C 0.1417 4.9654 -4.0610
C 0.1884 3.9050 -3.1790
C 1.2957 3.0558 -3.1157
C 1.2030 1.9201 -2.1603
O 0.0831 1.5148 -1.7897
O 2.2339 1.2984 -1.7577
H 3.1193 4.4950 -5.5990
H 1.1672 5.9952 -5.6403
H -0.7126 5.6288 -4.0732
H -0.6349 3.7154 -2.5023
C -0.1014 -0.2444 -3.9826
C -1.0548 -0.7715 -5.1058
N -1.9492 -1.7619 -4.5306
C -2.6749 -1.1961 -3.4055
C -1.6642 -0.8907 -2.2508
N -0.2870 -1.0861 -2.7690
C -0.0752 -2.5066 -3.1370
C -1.2054 -2.9398 -4.1309
H -0.3439 0.7797 -3.7302
H 0.9412 -0.2889 -4.3040
H -0.4900 -1.2316 -5.9159
H -1.6375 0.0497 -5.5191
H -3.4336 -1.9020 -3.0702
H -3.1735 -0.2853 -3.7335
H -1.8264 -1.5606 -1.4111
H -1.7544 0.1350 -1.8998
H -0.0971 -3.1290 -2.2458
H 0.9051 -2.6043 -3.6032
H -1.8842 -3.6493 -3.6587
H -0.7722 -3.4100 -5.0122
*
```

***

Here is a molecular structure, C33H48CrP2 from OMol25. Energies are from ωB97M-V/def2-TZVPD.

Values from the calculation:
LUMO energy (spin up / spin down) = -3.7 / -2.8 eV
⟨S²⟩ = 3.98
orbital gap (spin up / spin down) = 0.23974 / 0.27699 Eh
highest occupied orbital energy (spin up / spin down) = -10.27 / -10.31 eV
total energy = -3013.07140 a.u.
energy relative to the best compared isomer or geometry (same formula, charge and spin) = 0.0 kcal per mole

The geometry in ORCA input format:
```
! wB97M-V def2-TZVPD RIJCOSX def2/J DEFGRID3
* xyz 1 4
Cr 0.4777 0.7561 0.4881
C 0.7324 -0.3590 2.4454
C 1.9423 0.2888 2.0086
C 0.5348 1.8916 2.9513
C -0.1485 0.6585 2.9666
C 1.7923 1.7043 2.2859
C 0.4911 -1.8227 2.5448
H 1.2195 -2.3771 1.9405
H -0.5242 -2.0655 2.1981
H 0.5875 -2.1869 3.5784
C -1.3915 0.3941 3.7517
H -1.8010 -0.6032 3.5537
H -2.1750 1.1141 3.4904
H -1.2172 0.4818 4.8362
C 0.0971 3.1184 3.6698
H 0.1425 2.9347 4.7506
H -0.9356 3.4130 3.4278
H 0.7621 3.9664 3.4698
C 2.9418 2.6428 2.4561
H 3.2386 2.6420 3.5259
H 2.6501 3.6716 2.2078
H 3.8409 2.3680 1.8774
C 3.1701 -0.3865 1.5216
H 3.8177 -0.6999 2.3466
H 3.7619 0.2957 0.8984
H 2.9283 -1.2782 0.9273
C -1.1758 -4.8387 -1.7712
C -0.6858 -5.8776 -2.4916
C 0.6922 -5.9364 -3.1056
C 1.3195 -4.6015 -3.5395
C 2.2799 -3.8918 -2.5840
C 2.1446 -3.6553 -1.2575
C 0.8039 -3.5829 -0.5385
C -0.4305 -3.5435 -1.4670
H 0.5771 -6.5131 -4.0462
H 0.5372 -3.9820 -3.9985
H 1.3672 -6.5274 -2.4608
H -0.0135 -3.1619 -2.4014
H -2.2291 -4.8602 -1.4554
H -1.2966 -6.7807 -2.7037
H -1.1528 -2.8160 -1.0670
H 0.6907 -4.3984 0.1937
H 3.0092 -3.5213 -0.5658
H 0.7036 -2.6779 0.1161
H 1.9926 -4.8297 -4.3793
H 3.2116 -3.5710 -3.1167
P 0.4409 0.0425 -2.1361
C -0.7422 -0.5389 -3.4908
C 1.8514 0.2839 -3.4082
P 0.8848 2.4890 -0.7603
C -0.0896 1.8207 -2.2093
C 2.6731 2.2952 -1.0865
C 0.5220 4.2087 -1.2594
H -1.7396 -0.0980 -3.3678
H -0.8422 -1.6316 -3.4759
H -0.3914 -0.2396 -4.4946
H 1.4472 0.5555 -4.3933
H 2.4069 -0.6567 -3.4916
H 2.5524 1.0711 -3.1307
H 0.6754 4.2842 -2.3500
H 1.1904 4.9033 -0.7486
H -0.5325 4.4317 -1.0306
H -1.2039 1.9187 -2.0489
H 0.2017 2.3472 -3.1506
H 3.2695 2.5631 -0.2078
H 2.9332 2.9602 -1.9225
H 2.9259 1.2601 -1.3435
C -4.2125 4.2095 2.0117
C -2.8809 4.4921 1.6270
C -2.0397 3.4739 1.1869
C -2.4754 2.1261 1.0747
C -1.7023 0.9938 0.6422
C -2.3036 -0.2538 0.5334
C -3.6761 -0.4748 0.8492
C -4.4285 0.5773 1.3089
C -3.8634 1.8679 1.4323
C -4.6859 2.9117 1.8968
H -4.8492 5.0145 2.3696
H -2.5148 5.5217 1.6665
H -1.0150 3.7003 0.8622
H -1.7083 -1.1065 0.1927
H -4.1331 -1.4600 0.7001
H -5.4947 0.4653 1.5435
H -5.7311 2.6752 2.1310
*
```

***

> Which of these has the highest total energy?

C33H48CrP2